# 1
{
  "formula": "C34H34GeNOPdS3",
  "method": "ωB97M-V with the def2-TZVPD basis set",
  "multiplicity": 1,
  "homo_ev": [-10.783, -10.783],
  "relative_energy_ev": 4.125,
  "orbital_gap_ev": [5.972, 5.971],
  "total_charge": 1,
  "symbols": ["Pd", "Ge", "S", "S", "S", "O", "N", "C", "C", "C", "C", "C", "C", "C", "C", "C", "C", "C", "C", "C", "C", "C", "C", "C", "C", "C", "C", "C", "C", "C", "C", "C", "C", "C", "C", "C", "C", "C", "C", "C", "C", "H", "H", "H", "H", "H", "H", "H", "H", "H", "H", "H", "H", "H", "H", "H", "H", "H", "H", "H", "H", "H", "H", "H", "H", "H", "H", "H", "H", "H", "H", "H", "H", "H", "H"],
  "coordinates": [[-0.3120, 0.8239, -0.3044], [-0.3114, -0.4892, 2.3316], [1.9349, 1.6356, -0.2988], [-0.7146, 2.6987, -2.2714], [0.2417, 5.0462, 0.9333], [-2.7321, 0.9561, -0.5269], [0.3527, -5.1578, -8.3819], [-1.1215, 4.2609, 0.0450], [-3.0546, -1.0783, 1.8107], [3.8507, -0.8055, 2.6691], [2.5002, -0.5715, 2.8955], [-1.4092, 0.7774, 6.2167], [1.0306, 2.8010, -2.7839], [0.0459, -1.9244, -4.1123], [-1.2305, -0.3786, 6.9627], [0.2869, -4.4664, -7.4669], [0.2050, -3.6033, -6.3266], [-2.7146, -2.9602, -0.1956], [-0.6661, -0.3848, 4.2383], [-1.0893, 4.2986, -1.4840], [2.0491, 1.8825, -2.0896], [-3.9922, -2.5945, 0.1979], [-0.1447, -0.3327, -2.0070], [-0.7695, -1.5370, 6.3520], [-0.2945, 1.3577, 1.4694], [1.0768, -2.8628, -4.2164], [-0.0344, -1.0604, -2.9750], [1.9631, -1.6256, 0.8048], [3.3085, -1.8686, 0.5831], [1.7501, 4.5703, 0.0648], [1.1580, -3.6973, -5.3144], [-1.7604, -1.4276, 1.4102], [-0.4884, -1.5405, 4.9948], [-1.1273, 0.7722, 4.8580], [4.2543, -1.4573, 1.5141], [-4.1644, -1.6566, 1.2112], [-0.9053, -1.8395, -5.1341], [-0.8282, -2.6717, -6.2336], [-1.6054, -2.3843, 0.4110], [1.5438, -0.9836, 1.9696], [2.4347, 3.2485, 0.3807], [2.4557, 5.3367, 0.3963], [-3.1789, 0.2056, -0.1024], [-1.2497, 3.2268, 0.3593], [3.4686, 3.3067, 0.0278], [-1.9956, 4.8034, 0.4085], [1.3203, 3.8466, -2.7190], [-1.7034, -1.1141, -5.0561], [-0.6213, -2.6898, 0.0851], [-1.2684, 1.6834, 4.2862], [-5.1596, -1.3855, 1.5387], [3.0601, 2.2288, -2.3145], [-2.9187, 0.8703, -1.4711], [-0.6291, -2.4376, 6.9347], [-0.1259, -2.4514, 4.5303], [4.5836, -0.4882, 3.3991], [5.3047, -1.6478, 1.3380], [-1.4496, -0.3776, 8.0221], [1.2485, -1.9141, 0.0433], [-2.0868, 4.5449, -1.8471], [-1.7667, 1.6809, 6.6925], [-0.4206, 5.0588, -1.8878], [1.6440, 4.7344, -1.0047], [-3.2027, -0.3590, 2.6103], [-1.5632, -2.6062, -7.0238], [1.9552, -4.4234, -5.3945], [-4.8555, -3.0467, -0.2719], [2.1930, -0.0811, 3.8134], [0.1144, 2.2350, 1.9846], [3.6226, -2.3773, -0.3192], [-2.5763, -3.6950, -0.9776], [1.8129, -2.9325, -3.4268], [1.0524, 2.5380, -3.8412], [1.9400, 0.8697, -2.4731], [2.4799, 3.0877, 1.4590]],
  "atomic_forces_ev_per_a": [[-0.42, 0.53, -0.34], [-0.21, 0.09, 0.19], [-0.08, -0.29, -0.53], [0.04, 0.08, -0.22], [0.08, -0.11, 0.07], [0.12, -0.14, 0.03], [0.00, 0.00, 0.00], [-0.09, -0.03, -0.07], [-0.03, -0.01, 0.09], [0.02, -0.01, -0.02], [-0.02, 0.00, 0.10], [0.00, -0.02, 0.05], [-0.06, 0.05, 0.05], [0.02, -0.11, -0.15], [0.00, 0.02, -0.01], [0.01, -0.12, -0.16], [-0.02, 0.12, 0.14], [-0.03, 0.00, -0.02], [0.01, 0.06, -0.25], [0.04, -0.01, 0.01], [-0.07, 0.11, -0.01], [0.00, 0.00, 0.01], [0.33, 0.03, 0.12], [0.00, -0.02, 0.04], [0.50, -0.54, 0.44], [-0.04, 0.03, 0.00], [-0.11, 0.18, 0.20], [-0.09, 0.02, -0.07], [0.03, -0.01, 0.00], [-0.01, 0.04, -0.07], [-0.02, 0.01, -0.01], [0.11, -0.01, 0.12], [0.02, -0.06, 0.04], [0.00, 0.08, -0.04], [0.00, 0.00, 0.00], [-0.01, 0.00, -0.04], [0.05, 0.00, 0.04], [0.03, -0.03, 0.00], [0.07, 0.01, -0.04], [-0.12, 0.03, 0.07], [-0.08, -0.07, 0.15], [-0.02, 0.02, 0.00], [-0.01, 0.00, 0.02], [-0.03, 0.04, 0.05], [0.01, -0.01, 0.04], [0.04, 0.08, -0.01], [0.02, -0.01, -0.01], [0.00, 0.01, 0.00], [-0.01, 0.00, 0.00], [-0.01, 0.00, 0.00], [0.00, 0.01, 0.00], [0.01, 0.04, 0.08], [0.08, -0.06, -0.02], [0.00, -0.01, 0.00], [-0.01, -0.01, 0.00], [0.00, 0.01, 0.00], [0.00, 0.00, 0.00], [0.00, 0.00, 0.00], [0.02, 0.01, -0.01], [0.02, -0.04, -0.05], [0.00, 0.00, 0.00], [0.02, 0.02, 0.06], [-0.04, -0.04, 0.00], [0.01, -0.01, 0.00], [0.00, -0.01, -0.01], [0.00, -0.01, -0.01], [0.00, -0.01, 0.00], [0.00, 0.00, 0.00], [-0.06, 0.06, -0.08], [-0.01, 0.00, 0.00], [0.00, 0.00, 0.00], [0.00, 0.00, 0.00], [-0.04, 0.00, 0.00], [0.03, -0.01, 0.02], [-0.02, 0.00, 0.00]]
}

---

# 2
{
  "formula": "C17H19NO6",
  "method": "ωB97M-V with the def2-TZVPD basis set",
  "multiplicity": 1,
  "homo_ev": -8.282,
  "relative_energy_ev": 2.664,
  "orbital_gap_ev": 8.822,
  "total_charge": 0,
  "symbols": ["O", "O", "O", "O", "O", "O", "N", "C", "C", "C", "C", "C", "C", "C", "C", "C", "C", "C", "C", "C", "C", "C", "C", "C", "H", "H", "H", "H", "H", "H", "H", "H", "H", "H", "H", "H", "H", "H", "H", "H", "H", "H", "H"],
  "coordinates": [[-0.4956, 1.6606, -1.3471], [1.9938, 1.9394, -0.5705], [-1.1374, 0.5280, 1.7477], [1.4548, 3.3975, 1.0676], [4.9606, 0.1658, 0.3080], [-2.9958, -0.7506, -0.0203], [3.0211, -0.4401, -0.6951], [-1.7163, -1.2347, 0.1109], [-1.8000, 1.7521, -1.6090], [3.2145, -1.8678, -0.6460], [3.3462, 1.8818, -0.1417], [3.8668, 0.4398, -0.1344], [-0.8425, -0.5667, 0.9883], [-0.2232, 2.5599, -0.3745], [2.3912, -2.5029, 0.4891], [-2.4592, 0.7576, 2.1843], [-3.9047, -1.4591, -0.8240], [-2.3940, 2.7014, -0.8280], [0.4721, -1.0065, 1.0913], [0.9486, -2.0977, 0.3807], [0.0712, -2.7628, -0.4601], [1.1378, 2.6970, 0.1408], [-1.2386, -2.3349, -0.5897], [-1.3688, 3.2297, -0.0195], [-4.8469, -0.9189, -0.7418], [-2.1966, 1.1022, -2.3644], [-2.3744, 1.5268, 2.9514], [1.1175, -0.4651, 1.7664], [-3.1000, 1.1151, 1.3762], [-4.0447, -2.4852, -0.4692], [2.9151, -2.2923, -1.6083], [4.2789, -2.0468, -0.4821], [2.1014, -0.1091, -0.9504], [-1.8920, -2.8707, -1.2594], [0.4041, -3.6229, -1.0215], [3.4383, 2.3073, 0.8639], [-2.8957, -0.1449, 2.6200], [2.7982, -2.1684, 1.4438], [-1.4441, 3.9926, 0.7268], [-3.5915, -1.4773, -1.8732], [2.4901, -3.5873, 0.4270], [-3.4268, 2.9835, -0.8308], [3.9660, 2.4747, -0.8232]],
  "atomic_forces_ev_per_a": [[0.45, -0.20, -0.12], [-0.07, -0.13, -0.24], [0.25, -0.21, -0.37], [-0.18, -0.08, -0.17], [0.33, 0.07, 0.22], [0.43, 0.07, 0.21], [-0.40, -0.17, -0.23], [-0.13, 0.09, 0.08], [-0.75, 0.38, 0.16], [0.20, -0.18, 0.18], [0.57, 0.16, 0.44], [-0.46, 0.41, -0.27], [0.03, -0.04, 0.07], [-0.68, 0.76, 0.47], [0.06, 0.15, -0.25], [-0.40, 0.18, 0.18], [-0.13, -0.09, -0.10], [0.13, -0.36, -0.38], [-0.29, 0.00, -0.05], [-0.03, -0.13, 0.09], [0.08, 0.06, 0.06], [0.11, 0.05, 0.14], [-0.18, 0.06, -0.05], [0.92, -0.32, -0.15], [0.02, -0.08, -0.05], [0.06, -0.14, -0.10], [-0.04, -0.05, 0.00], [0.09, 0.07, 0.12], [0.08, -0.04, 0.13], [0.02, 0.03, -0.03], [0.07, -0.02, 0.07], [-0.10, -0.04, -0.11], [0.13, 0.06, 0.04], [-0.11, -0.02, -0.05], [0.04, -0.12, -0.07], [0.04, -0.16, -0.22], [0.01, 0.03, -0.01], [0.04, -0.06, 0.03], [0.05, 0.17, 0.19], [0.00, -0.03, 0.02], [0.02, -0.03, 0.06], [-0.22, 0.01, -0.05], [-0.09, -0.11, 0.09]]
}

---

# 3
{
  "formula": "C21H32N4O2",
  "method": "ωB97M-V with the def2-TZVPD basis set",
  "multiplicity": 1,
  "homo_ev": -7.999,
  "relative_energy_ev": 1.178,
  "orbital_gap_ev": 8.624,
  "total_charge": 0,
  "symbols": ["O", "O", "N", "N", "N", "N", "C", "C", "C", "C", "C", "C", "C", "C", "C", "C", "C", "C", "C", "C", "C", "C", "C", "C", "C", "C", "C", "H", "H", "H", "H", "H", "H", "H", "H", "H", "H", "H", "H", "H", "H", "H", "H", "H", "H", "H", "H", "H", "H", "H", "H", "H", "H", "H", "H", "H", "H", "H", "H"],
  "coordinates": [[1.9423, -0.6262, -3.1432], [-0.6284, -3.0866, 1.9657], [1.7554, -0.6153, 2.6472], [1.8981, 1.6432, -3.2620], [0.4932, 0.3865, -4.5756], [-1.7830, 0.4179, 2.1244], [0.6214, -1.3037, 2.9825], [-0.4617, -1.6804, 2.0199], [2.0679, -0.0316, 1.4081], [-0.6216, -0.8579, -6.3403], [-2.9035, 1.3482, 4.1921], [-0.2607, -0.8216, -4.8591], [-1.8056, -1.0075, 2.3962], [-2.4710, 0.3938, -0.2396], [2.7149, 1.1434, -1.0329], [1.9525, -1.1689, 4.7891], [-1.5054, -0.9092, -3.9753], [1.4802, 1.3757, -0.4402], [1.4775, 0.3840, -3.6238], [1.1513, 0.7970, 0.7696], [0.7261, -1.6633, 4.3063], [3.3135, -0.2534, 0.8324], [3.0354, 1.7660, -2.3680], [2.5635, -0.5379, 3.7434], [3.6284, 0.3283, -0.3811], [-1.6556, 1.2490, 3.3070], [-2.7902, 0.8630, 1.1777], [2.3334, -1.2708, 5.7860], [0.1893, 0.9713, 1.2284], [-1.2170, -0.8878, -2.9273], [-1.1197, -1.7929, -6.5800], [-3.8010, 0.5161, 1.4525], [-1.4910, 0.7508, -0.5429], [0.0053, -2.2203, 4.8757], [-1.3760, 2.2547, 2.9756], [4.5887, 0.1317, -0.8337], [0.0145, 1.2542, -4.7640], [3.9218, 1.2780, -2.7927], [-1.2910, -0.0360, -6.5887], [1.7153, 2.4097, -3.8884], [-2.1750, -0.0733, -4.1733], [-2.5903, -1.4971, 1.8127], [-0.6896, -3.4191, 2.8684], [-3.2285, 0.3626, 4.5174], [0.4125, -1.6491, -4.6149], [-0.8240, 0.8487, 3.8929], [0.7672, 2.0164, -0.9391], [-2.0058, -1.2104, 3.4552], [-0.1871, -1.3878, 1.0028], [4.0221, -0.9008, 1.3272], [-2.4722, -0.6909, -0.3016], [3.2465, 2.8320, -2.2416], [-2.6798, 1.9432, 5.0736], [-3.7222, 1.8208, 3.6546], [-2.0396, -1.8351, -4.1692], [-2.7958, 1.9562, 1.1940], [0.2743, -0.7740, -6.9498], [3.4972, -0.0125, 3.7003], [-3.2177, 0.7788, -0.9306]],
  "atomic_forces_ev_per_a": [[0.20, -0.33, 0.19], [-0.12, -0.35, 0.05], [-0.08, -0.17, 0.31], [0.19, 0.36, -0.02], [-0.13, 0.04, -0.21], [-0.15, 0.01, 0.07], [-0.29, -0.20, -0.04], [-0.34, 0.25, 0.04], [0.20, 0.34, -0.71], [0.18, -0.09, 0.26], [0.26, -0.05, -0.25], [-0.12, -0.15, -0.07], [0.39, -0.22, -0.31], [-0.15, 0.15, 0.27], [0.06, 0.04, 0.18], [0.16, -0.03, 0.00], [0.34, -0.08, -0.08], [0.16, -0.03, -0.01], [-0.20, 0.39, -0.30], [0.20, -0.03, 0.12], [-0.20, 0.10, -0.16], [-0.14, -0.07, 0.16], [0.00, -0.22, -0.03], [0.33, 0.11, 0.37], [-0.09, 0.21, -0.05], [-0.08, 0.11, 0.20], [0.06, -0.10, -0.19], [0.13, 0.02, 0.15], [-0.08, 0.01, 0.05], [-0.01, 0.00, 0.13], [-0.11, -0.08, -0.07], [0.03, 0.11, 0.02], [0.13, 0.03, -0.08], [-0.18, -0.10, 0.05], [0.08, -0.02, 0.06], [0.10, -0.06, -0.08], [0.05, 0.00, 0.09], [-0.06, 0.11, 0.08], [-0.11, 0.09, -0.07], [0.01, -0.11, 0.01], [-0.10, 0.09, -0.03], [0.02, 0.00, 0.04], [0.08, -0.02, -0.06], [-0.08, -0.09, 0.07], [-0.12, 0.12, -0.07], [0.03, 0.10, -0.01], [-0.09, 0.04, -0.05], [-0.05, -0.04, -0.01], [-0.08, 0.04, 0.14], [0.04, -0.09, 0.05], [0.00, -0.16, -0.06], [0.00, -0.09, -0.08], [-0.03, 0.07, 0.12], [-0.12, 0.05, -0.01], [-0.13, -0.11, 0.00], [-0.07, -0.01, 0.04], [0.06, 0.01, -0.08], [0.13, 0.12, -0.06], [-0.06, -0.02, -0.13]]
}